Entry 1:
{"formula": "C4H13NO2", "method": "the ωB97M-V functional and the def2-TZVPD basis", "relative_energy_kcal_mol": 30.7, "homo_energy_ev": -8.650, "energy_ev": -9942.86322, "charge": 0, "gap_ha": 0.343, "max_force_ev_per_a": 2.578, "e_lumo_ev": 0.69, "elements": ["C", "O", "C", "C", "C", "N", "H", "H", "H", "H", "H", "H", "H", "H", "H", "H", "H", "H", "H", "O"], "xyz": [[-0.123242, -1.893399, -0.800025], [-0.007381, -1.942491, -2.214654], [-0.677560, -0.463607, -0.353373], [0.032911, 0.670029, -1.071947], [1.119517, 1.513547, -0.347203], [0.810534, 1.998582, 1.021619], [-0.741136, -2.678252, -0.381740], [0.923090, -1.912132, -0.489352], [-0.851242, -2.015521, -2.654872], [-1.739630, -0.576617, -0.639975], [-0.661014, -0.452576, 0.725073], [0.636353, 0.221673, -1.856514], [-0.675167, 1.347892, -1.531549], [1.505170, 2.246747, -1.038133], [1.950588, 0.827391, -0.119991], [-0.008607, 1.502770, 1.346645], [0.632673, 2.981904, 1.166735], [-1.424659, -0.130254, 3.325387], [-0.229106, -1.039608, 2.745587], [-0.472091, -0.206078, 3.168281]], "forces_ev_per_a": [[0.537, 2.510, -0.232], [0.287, -0.521, -0.022], [-0.405, -2.201, -0.786], [0.912, 0.782, 0.126], [-0.008, -1.478, 1.616], [-0.477, 0.066, -0.432], [0.075, -0.326, 0.097], [-0.133, -0.588, 0.340], [-0.469, -0.003, 0.090], [0.221, 0.728, 0.119], [0.084, 0.361, 0.388], [-0.362, -0.053, -0.509], [-0.278, 0.108, -0.138], [-0.051, 0.527, 0.034], [0.043, 0.026, -0.638], [0.073, -0.010, 0.339], [0.007, 0.110, -0.527], [0.408, -0.592, -0.261], [-0.595, 0.136, 0.250], [0.133, 0.420, 0.145]], "nbo_charge": [-0.055, -0.728, -0.434, -0.435, -0.209, -0.857, 0.164, 0.174, 0.465, 0.193, 0.203, 0.229, 0.200, 0.195, 0.170, 0.360, 0.357, 0.478, 0.477, -0.948]}

Entry 2:
{"formula": "C4H13NO2", "method": "the ωB97M-V functional and the def2-TZVPD basis", "relative_energy_kcal_mol": 69.3, "homo_energy_ev": -7.996, "energy_ev": -9941.18955, "charge": 0, "gap_ha": 0.325, "max_force_ev_per_a": 5.004, "e_lumo_ev": 0.85, "elements": ["C", "N", "C", "C", "C", "O", "H", "H", "H", "H", "H", "H", "H", "H", "H", "H", "H", "H", "H", "O"], "xyz": [[2.065179, 0.043284, 0.187962], [0.546005, 0.370687, 0.168971], [0.273896, 1.770830, -0.017323], [-0.295927, -0.418271, 1.092023], [0.263754, -1.868556, 1.335566], [-0.762149, -2.697809, 2.058309], [2.548778, 0.583319, -0.630274], [2.649288, 0.205650, 1.158334], [2.137537, -0.995870, -0.103724], [1.212418, 2.236337, 0.334289], [-0.665583, 2.225832, 0.549448], [0.182807, 1.958995, -1.076932], [-1.375245, -0.347761, 0.749477], [-0.309380, 0.036546, 2.015842], [1.222101, -1.743650, 1.828373], [0.535911, -2.475869, 0.333429], [-0.928727, -2.015916, 2.869173], [-2.982999, 0.396543, -4.535585], [-3.504778, 1.634405, -4.394656], [-2.812886, 1.101279, -3.922706]], "forces_ev_per_a": [[-1.765, 0.350, 0.391], [1.675, -2.165, 0.238], [-0.372, 0.859, 1.453], [0.031, -0.902, -2.706], [-1.439, -1.274, -2.637], [1.524, 4.250, 2.157], [-0.180, 0.237, 0.265], [-0.972, 0.063, -0.980], [0.192, -0.256, 0.176], [-0.734, 0.841, -0.039], [1.978, -1.204, -1.032], [-0.297, 0.406, -0.332], [1.238, -0.638, 0.027], [0.044, 1.146, 2.723], [-0.076, -0.404, 0.698], [-1.006, 1.498, 2.141], [0.154, -2.813, -2.552], [0.799, -1.724, -0.108], [0.856, 0.569, 1.315], [-1.651, 1.161, -1.200]], "nbo_charge": [-0.433, -0.459, -0.409, -0.231, -0.078, -0.706, 0.207, 0.173, 0.203, 0.181, 0.196, 0.198, 0.203, 0.147, 0.169, 0.183, 0.452, 0.457, 0.456, -0.912]}

Entry 3:
{"formula": "C4H13NO2", "method": "the ωB97M-V functional and the def2-TZVPD basis", "relative_energy_kcal_mol": 31.7, "homo_energy_ev": -7.993, "energy_ev": -9942.82045, "charge": 0, "gap_ha": 0.327, "max_force_ev_per_a": 2.220, "e_lumo_ev": 0.90, "elements": ["C", "C", "C", "C", "N", "H", "H", "H", "H", "H", "H", "H", "H", "H", "H", "H", "O", "H", "H", "O"], "xyz": [[1.276091, 2.122291, -1.203458], [0.209346, 1.000326, -1.211537], [-0.568246, 1.080031, 0.064139], [0.011180, 0.870584, 1.266058], [-1.832800, 1.726915, 0.051594], [2.312524, 1.831655, -1.029870], [1.003976, 2.940345, -0.539102], [1.350662, 2.567491, -2.205642], [0.641098, 0.008003, -1.331319], [-0.302539, 1.224417, -2.149656], [1.055964, 0.588101, 1.272068], [-0.345322, 1.438792, 2.115380], [-1.964596, 2.206311, -0.809740], [-1.997617, 2.180367, 0.928577], [-1.313864, -2.386108, -0.963932], [-0.314665, -2.371282, 0.170385], [-0.377850, -2.472512, -0.808297], [1.118495, -4.575659, 2.138008], [-0.107510, -5.453769, 2.168387], [0.145666, -4.526304, 2.077954]], "forces_ev_per_a": [[0.529, 0.424, -0.916], [0.660, 0.194, -0.442], [-0.599, 1.085, 1.438], [0.490, 0.409, -1.087], [1.416, -1.627, -0.523], [-0.185, -0.334, 0.586], [0.045, -0.113, 0.159], [-0.197, -0.041, 0.087], [0.103, 0.023, 0.057], [-0.920, -0.476, 0.404], [-0.083, -0.320, 0.188], [-0.261, -0.541, 0.293], [-0.540, 0.750, -0.137], [-0.469, 0.504, -0.109], [-0.509, 0.046, -0.202], [0.061, -0.172, -0.985], [0.465, 0.133, 1.193], [-0.610, 0.233, -0.077], [-0.178, 0.178, -0.056], [0.783, -0.356, 0.128]], "nbo_charge": [-0.599, -0.478, 0.234, -0.562, -0.820, 0.212, 0.211, 0.199, 0.252, 0.210, 0.199, 0.188, 0.373, 0.379, 0.466, 0.482, -0.946, 0.469, 0.468, -0.937]}